Record 1
This record from the Open Molecules 2025 dataset describes a 2-piece molecular cluster, C3H11N2O overall. The level of theory is ωB97M-V/def2-TZVPD.

```
! RIJCOSX wB97M-V def2-TZVPD def2/J DEFGRID3
* xyz 1 1
C 2.253 -0.463 0.064
C 0.707 -0.342 0.054
C -0.126 0.370 0.875
N -0.060 0.030 2.330
N 0.142 -0.640 -1.281
H 2.714 -0.581 1.060
H 2.734 0.397 -0.587
H 2.388 -1.377 -0.467
H -0.624 1.297 0.734
H 0.874 -0.315 2.529
H -0.302 0.794 3.031
H 0.100 -1.673 -1.465
H 0.716 -0.180 -2.107
H -0.841 -0.256 -1.433
H -2.364 1.130 -0.587
H -3.342 1.155 -1.607
O -2.453 0.812 -1.550
*
```

Values from the calculation:
E_tot, eV: -8308.2152

Atomic partial charges in e from the Löwdin method, atoms 1 to 8: -0.0248 -0.3036 -0.0795 0.0737 0.1624 0.0889 0.1352 0.0528



Record 2
This record from the Open Molecules 2025 dataset describes a single C4H6N2S molecule. The level of theory is ωB97M-V/def2-TZVPD.

```
! RIJCOSX wB97M-V def2-TZVPD def2/J DEFGRID3
* xyz 0 1
C 1.449 -0.962 0.734
C 0.946 0.229 -0.093
C -1.510 1.608 -1.377
C 0.017 -1.011 0.175
N -1.790 1.012 -0.394
N -2.291 0.237 0.376
S -1.411 -0.896 1.254
H 2.228 -1.569 0.341
H 1.351 -0.917 1.748
H 0.605 1.178 0.384
H 1.320 0.215 -1.106
H -0.046 -1.723 -0.574
H -0.869 2.600 -1.465
*
```

Values from the calculation:
E_tot, eV: -18055.5447

Atomic partial charges in e from the Löwdin method, atoms 1 to 8: -0.1427 -0.1365 0.0432 -0.5701 -0.2627 -0.3341 0.9059 0.0925



Record 3
This record from the Open Molecules 2025 dataset describes C45H86HfN7O17S3 as an isolated structure. The level of theory is ωB97M-V/def2-TZVPD.

```
! RIJCOSX wB97M-V def2-TZVPD def2/J DEFGRID3
* xyz 2 2
Hf -1.601 -1.320 -2.965
C 1.868 -4.381 -1.567
C 1.903 -4.255 -3.133
C 2.880 -5.308 -3.625
C 2.346 -6.772 -3.625
C 0.975 -6.904 -4.396
C -0.039 -5.846 -3.771
N 0.561 -4.465 -3.738
O -0.480 -3.496 -3.427
C -0.566 -6.460 -2.394
C -1.202 -5.868 -4.804
C 2.631 -3.008 -3.646
H 1.008 -3.888 -1.114
H 2.720 -3.803 -1.209
H 1.828 -5.379 -1.132
H 3.739 -5.221 -2.960
H 3.056 -5.035 -4.666
H 2.183 -7.108 -2.602
H 3.004 -7.394 -4.232
H 0.506 -7.845 -4.110
H 1.126 -6.924 -5.475
H 0.270 -6.881 -1.835
H -1.073 -7.378 -2.692
H -1.106 -5.733 -1.787
H -2.035 -5.252 -4.464
H -1.792 -6.778 -4.698
H -0.974 -5.957 -5.866
H 2.368 -2.704 -4.659
H 3.716 -3.002 -3.534
H 2.280 -2.129 -3.105
C 0.484 1.789 -0.310
C 1.382 1.713 0.745
C 1.763 0.354 1.320
O 2.695 0.143 2.177
C 1.268 -0.809 0.782
C 0.280 -0.718 -0.336
C -0.174 0.700 -0.868
O -1.004 0.703 -1.818
O -0.241 -1.626 -1.005
O 1.578 2.888 1.278
H 0.107 2.708 -0.732
H 1.521 -1.785 1.167
C -2.811 -3.602 0.985
C -2.894 -3.848 -0.553
O -2.544 -3.069 -1.435
N -3.608 -4.933 -0.730
C -4.136 -5.394 -1.971
H -2.609 -4.593 1.391
H -3.614 -3.196 1.600
H -1.860 -3.084 1.104
H -4.005 -5.517 -0.008
H -5.053 -5.890 -1.653
H -3.612 -6.282 -2.324
H -4.232 -4.745 -2.841
C -0.952 0.405 3.926
C -2.277 0.227 3.192
O -2.349 -0.240 2.055
N -3.380 0.561 3.851
C -4.714 0.177 3.360
H -0.017 0.116 3.447
H -1.046 -0.031 4.921
H -0.818 1.454 4.188
H -3.312 0.808 4.828
H -5.508 0.858 3.668
H -4.998 -0.628 4.038
H -4.829 -0.091 2.310
C -1.700 2.360 -5.646
C -2.765 1.471 -5.047
O -2.418 0.659 -4.139
N -4.020 1.434 -5.456
C -5.154 0.780 -4.842
H -1.944 3.422 -5.621
H -1.499 2.167 -6.700
H -0.753 2.148 -5.148
H -4.066 1.843 -6.378
H -5.664 0.114 -5.538
H -5.717 1.677 -4.584
H -4.995 0.335 -3.860
C 4.990 -3.197 0.998
C 5.510 -2.837 2.378
O 6.427 -3.525 2.941
N 4.977 -1.708 2.847
C 5.245 -1.032 4.109
H 4.385 -2.519 0.396
H 4.379 -4.057 1.274
H 5.741 -3.617 0.329
H 4.158 -1.365 2.366
H 4.249 -0.838 4.507
H 5.792 -0.094 4.006
H 5.693 -1.694 4.850
C 2.330 0.793 -3.633
C 1.393 -0.051 -4.455
O 0.376 -0.487 -3.860
N 1.746 -0.261 -5.670
C 1.077 -1.176 -6.586
H 1.977 1.532 -2.913
H 2.998 1.304 -4.326
H 3.031 0.317 -2.948
H 2.591 0.177 -6.005
H 0.605 -1.943 -5.972
H 1.832 -1.491 -7.306
H 0.302 -0.785 -7.246
C -3.957 1.474 -0.741
C -4.333 0.090 -1.219
O -3.436 -0.620 -1.605
N -5.608 -0.329 -1.174
C -6.032 -1.668 -1.647
H -2.994 1.406 -0.234
H -4.698 1.872 -0.048
H -4.032 2.144 -1.598
H -6.267 0.432 -1.089
H -6.086 -1.682 -2.736
H -7.025 -1.851 -1.236
H -5.306 -2.328 -1.174
C -1.951 6.252 1.965
C -1.166 4.922 1.847
C -2.225 3.774 1.608
S -3.785 4.397 2.317
O -4.045 3.701 3.543
O -4.773 4.552 1.289
C -3.186 6.103 2.718
H -2.252 6.406 0.929
H -1.316 7.135 2.028
H -0.694 4.652 2.792
H -0.305 4.953 1.178
H -1.908 2.917 2.203
H -2.317 3.338 0.614
H -3.122 6.091 3.806
H -3.945 6.817 2.399
C 2.428 1.482 5.713
C 2.332 2.221 6.991
C 3.689 2.160 7.623
S 4.942 2.153 6.285
O 5.635 0.810 6.359
O 5.628 3.413 6.141
C 3.664 2.007 4.973
H 1.514 1.690 5.157
H 2.403 0.392 5.690
H 1.591 1.653 7.554
H 2.134 3.277 6.806
H 3.810 1.179 8.082
H 4.076 2.771 8.438
H 3.919 1.354 4.138
H 3.327 2.903 4.450
C 3.051 5.796 2.971
C 1.871 6.562 3.740
C 2.208 8.030 3.877
S 3.033 8.427 2.242
O 4.339 8.876 2.701
O 2.103 9.181 1.329
C 3.220 6.597 1.695
H 2.815 4.752 2.766
H 3.905 5.937 3.635
H 1.770 6.235 4.775
H 0.905 6.536 3.234
H 2.996 8.373 4.548
H 1.291 8.609 3.762
H 4.027 6.490 0.971
H 2.452 6.304 0.979
*
```

Values from the calculation:
E_tot, eV: -127090.7920

Atomic partial charges in e from the Löwdin method, atoms 1 to 8: 2.1877 0.0234 -0.4542 -0.1399 -0.1302 -0.1017 -0.4107 0.0770



E_tot of number 2 (C4H6N2S)?
-18055.5447 eV



Please write out number 1 again, unchanged.
This record from the Open Molecules 2025 dataset describes a 2-piece molecular cluster, C3H11N2O overall. The level of theory is ωB97M-V/def2-TZVPD.

```
! RIJCOSX wB97M-V def2-TZVPD def2/J DEFGRID3
* xyz 1 1
C 2.253 -0.463 0.064
C 0.707 -0.342 0.054
C -0.126 0.370 0.875
N -0.060 0.030 2.330
N 0.142 -0.640 -1.281
H 2.714 -0.581 1.060
H 2.734 0.397 -0.587
H 2.388 -1.377 -0.467
H -0.624 1.297 0.734
H 0.874 -0.315 2.529
H -0.302 0.794 3.031
H 0.100 -1.673 -1.465
H 0.716 -0.180 -2.107
H -0.841 -0.256 -1.433
H -2.364 1.130 -0.587
H -3.342 1.155 -1.607
O -2.453 0.812 -1.550
*
```

Values from the calculation:
E_tot, eV: -8308.2152

Atomic partial charges in e from the Löwdin method, atoms 1 to 8: -0.0248 -0.3036 -0.0795 0.0737 0.1624 0.0889 0.1352 0.0528



E_tot of number 1 (C3H11N2O)?
-8308.2152 eV